(1)
The following is a DFT calculation (the ωB97M-V functional and the def2-TZVPD basis) of a molecular structure, C58H46Br2N5O3P2RuS2 at a distorted geometry.

HOMO level (alpha / beta) = -14.72 / -14.72 eV
gap between HOMO and LUMO (alpha / beta) = 3.6 / 3.6 eV
calculated total energy = -9458.40986 a.u.
net charge = +3

Last column: Löwdin charge in e.
Atoms and positions in Å:
1 Ru 0.04 0.10 -0.49  1.01
2 C 5.84 -3.02 1.70  0.01
3 C 5.13 -3.47 0.41  -0.42
4 C 5.92 -4.62 -0.22  -0.01
5 C 5.07 -2.27 -0.52  -0.06
6 C 6.14 -1.80 -1.28  0.03
7 C 6.04 -0.63 -2.01  -0.03
8 C 4.91 0.18 -1.97  -0.05
9 C 3.83 -0.24 -1.22  -0.23
10 P 2.39 0.72 -0.58  1.08
11 C 2.56 2.26 -1.52  -0.37
12 C 2.84 3.48 -0.92  -0.09
13 C 2.99 4.62 -1.70  -0.04
14 C 2.82 4.54 -3.07  -0.05
15 C 2.51 3.33 -3.68  -0.06
16 C 2.38 2.19 -2.90  -0.10
17 C 3.11 0.95 1.07  -0.36
18 C 2.48 0.37 2.17  -0.14
19 C 3.02 0.53 3.43  -0.06
20 C 4.18 1.28 3.60  -0.05
21 C 4.83 1.82 2.50  -0.04
22 C 4.31 1.65 1.23  -0.07
23 C 3.92 -1.48 -0.58  -0.21
24 O 2.76 -1.84 0.00  -0.08
25 C 2.65 -3.06 0.56  -0.21
26 C 1.32 -3.40 0.81  -0.24
27 C 1.04 -4.61 1.43  -0.05
28 C 2.11 -5.44 1.75  -0.03
29 C 3.42 -5.11 1.42  0.02
30 C 3.73 -3.91 0.79  -0.07
31 P 0.16 -2.28 -0.06  1.08
32 C -1.44 -2.89 0.53  -0.38
33 C -2.39 -3.46 -0.30  -0.09
34 C -3.61 -3.87 0.23  -0.05
35 C -3.88 -3.69 1.58  -0.04
36 C -2.93 -3.11 2.41  -0.05
37 C -1.71 -2.72 1.89  -0.12
38 C 0.47 -2.88 -1.76  -0.35
39 C 0.95 -1.97 -2.70  -0.16
40 C 1.20 -2.36 -4.01  -0.06
41 C 0.96 -3.67 -4.39  -0.04
42 C 0.50 -4.59 -3.45  -0.03
43 C 0.27 -4.21 -2.14  -0.06
44 H 6.85 -2.69 1.48  0.10
45 H 5.89 -3.85 2.40  0.10
46 H 5.30 -2.20 2.17  0.09
47 H 6.93 -4.31 -0.47  0.09
48 H 5.43 -4.99 -1.12  0.11
49 H 6.01 -5.44 0.49  0.09
50 H 7.07 -2.34 -1.29  0.13
51 H 6.89 -0.31 -2.60  0.12
52 H 4.89 1.12 -2.51  0.11
53 H 2.97 3.54 0.15  0.10
54 H 3.25 5.55 -1.23  0.12
55 H 2.95 5.42 -3.67  0.12
56 H 2.40 3.28 -4.75  0.12
57 H 2.15 1.24 -3.37  0.11
58 H 1.57 -0.20 2.00  0.07
59 H 2.54 0.08 4.29  0.12
60 H 4.59 1.42 4.59  0.12
61 H 5.73 2.39 2.63  0.12
62 H 4.83 2.04 0.37  0.12
63 H 0.03 -4.91 1.65  0.12
64 H 1.92 -6.38 2.24  0.12
65 H 4.20 -5.81 1.67  0.13
66 H -2.19 -3.61 -1.36  0.10
67 H -4.34 -4.33 -0.41  0.12
68 H -4.82 -4.01 1.99  0.12
69 H -3.14 -2.98 3.46  0.12
70 H -0.96 -2.27 2.53  0.11
71 H 1.13 -0.93 -2.40  0.04
72 H 1.57 -1.65 -4.73  0.12
73 H 1.14 -3.97 -5.41  0.12
74 H 0.33 -5.62 -3.75  0.12
75 H -0.07 -4.93 -1.41  0.12
76 Br -4.24 3.59 3.16  0.88
77 C -3.15 2.20 2.50  -0.63
78 C -1.97 1.83 3.15  -0.06
79 C -1.16 0.88 2.55  -0.12
80 N -1.44 0.31 1.39  0.06
81 C -2.62 0.59 0.81  -0.21
82 C -3.49 1.53 1.32  -0.02
83 C -2.93 -0.14 -0.44  -0.23
84 C -4.24 -0.41 -0.82  -0.02
85 C -4.48 -0.98 -2.07  -0.65
86 Br -6.23 -1.33 -2.63  0.89
87 C -3.39 -1.28 -2.88  -0.06
88 C -2.12 -1.04 -2.40  -0.12
89 N -1.89 -0.51 -1.20  -0.05
90 H -1.71 2.28 4.09  0.12
91 H -0.24 0.58 3.04  0.12
92 H -4.40 1.79 0.81  0.13
93 H -5.06 -0.16 -0.18  0.13
94 H -3.53 -1.68 -3.88  0.13
95 H -1.26 -1.27 -3.01  0.11
96 N 0.02 5.04 -7.16  0.17
97 C -0.33 4.48 -5.99  -0.29
98 C -0.80 3.15 -5.94  0.01
99 C -1.18 2.60 -4.74  -0.05
100 C -1.10 3.36 -3.58  -0.29
101 C -0.62 4.66 -3.59  -0.06
102 C -0.23 5.21 -4.78  0.00
103 S -1.85 2.70 -2.11  0.66
104 O -2.47 3.74 -1.34  -0.36
105 O -2.66 1.58 -2.50  -0.26
106 N -0.61 2.07 -1.13  -0.11
107 C -0.23 2.82 -0.10  -0.69
108 S -0.73 4.47 0.24  1.19
109 C 0.25 4.43 1.64  -0.26
110 C 0.85 3.21 1.80  -0.19
111 N 0.59 2.32 0.82  0.00
112 H -0.13 4.55 -8.03  0.13
113 H 0.28 6.01 -7.21  0.13
114 H -0.89 2.58 -6.85  0.12
115 H -1.59 1.60 -4.69  0.11
116 H -0.59 5.23 -2.67  0.11
117 H 0.13 6.23 -4.82  0.13
118 H 0.33 5.28 2.29  0.10
119 H 1.50 2.92 2.60  0.13



(2)
The following is a DFT calculation (the ωB97M-V functional and the def2-TZVPD basis) of a molecular structure, C58H46BrN9O9PSTl at a distorted geometry.

HOMO level = -6.77 eV
gap between HOMO and LUMO = 4.3 eV
calculated total energy = -6893.81562 a.u.

Last column: Löwdin charge in e.
Atoms and positions in Å:
1 Tl -0.51 1.18 -0.04  1.05
2 C -4.89 2.83 0.94  -0.07
3 O -4.17 1.97 0.09  -0.09
4 C -4.69 1.79 -1.16  -0.20
5 C -5.88 2.35 -1.58  -0.07
6 C -6.32 2.12 -2.87  -0.67
7 Br -7.96 2.91 -3.43  0.74
8 C -5.62 1.32 -3.74  -0.07
9 C -4.44 0.71 -3.31  -0.06
10 C -3.95 0.97 -2.03  -0.17
11 O -2.79 0.44 -1.55  -0.09
12 C -3.79 -0.22 -4.24  -0.25
13 N -3.99 -0.21 -5.53  0.18
14 C -3.30 -1.29 -6.03  -0.22
15 C -3.16 -1.74 -7.35  -0.02
16 C -2.42 -2.88 -7.56  -0.10
17 C -1.82 -3.58 -6.50  -0.09
18 C -1.94 -3.15 -5.19  -0.03
19 C -2.68 -1.99 -4.98  -0.21
20 N -3.01 -1.28 -3.85  0.18
21 H -5.01 3.83 0.51  0.11
22 H -4.31 2.91 1.86  0.07
23 H -5.88 2.43 1.17  0.10
24 H -6.47 2.99 -0.93  0.09
25 H -5.96 1.12 -4.75  0.11
26 H -2.04 0.49 -2.22  0.04
27 H -3.63 -1.20 -8.16  0.11
28 H -2.28 -3.25 -8.57  0.10
29 H -1.25 -4.47 -6.71  0.10
30 H -1.48 -3.68 -4.37  0.11
31 H -2.71 -1.49 -2.91  0.15
32 O -0.53 0.78 -2.47  -0.26
33 C 0.49 0.76 -3.29  -0.37
34 C 0.64 -0.28 -4.22  -0.02
35 C 1.71 -0.36 -5.08  -0.07
36 C 2.71 0.62 -5.05  -0.10
37 C 2.57 1.67 -4.17  -0.06
38 C 1.49 1.77 -3.30  -0.10
39 C 1.34 2.95 -2.46  -0.28
40 N 0.75 3.05 -1.29  0.01
41 C 0.79 4.38 -0.92  -0.15
42 C 1.43 5.09 -1.88  -0.08
43 N 1.78 4.18 -2.84  0.12
44 H -0.13 -1.05 -4.24  0.10
45 H 1.77 -1.18 -5.78  0.11
46 H 3.56 0.55 -5.71  0.10
47 H 3.35 2.43 -4.14  0.11
48 H 0.35 4.72 0.00  0.10
49 H 1.68 6.14 -1.94  0.12
50 H 2.24 4.39 -3.71  0.15
51 O -1.87 2.60 2.21  0.03
52 C -1.86 1.84 3.11  -0.40
53 C -2.35 1.76 4.47  -0.20
54 C -3.07 2.64 5.28  0.02
55 C -3.41 2.17 6.54  -0.04
56 C -3.06 0.89 6.96  -0.03
57 C -2.35 0.02 6.14  -0.04
58 C -1.99 0.47 4.89  -0.21
59 P -1.19 0.01 3.32  1.21
60 C -2.22 -1.32 2.63  -0.31
61 C -2.72 -1.30 1.33  -0.09
62 C -3.53 -2.33 0.89  -0.04
63 C -3.85 -3.38 1.74  -0.05
64 C -3.37 -3.39 3.05  -0.06
65 C -2.56 -2.36 3.50  -0.08
66 C 0.52 -0.47 3.66  -0.29
67 C 0.81 -0.93 4.94  -0.07
68 C 2.12 -1.22 5.29  -0.06
69 C 3.14 -1.03 4.38  -0.04
70 C 2.86 -0.58 3.10  -0.04
71 C 1.55 -0.29 2.74  -0.11
72 H -3.34 3.63 4.94  0.13
73 H -3.97 2.81 7.21  0.12
74 H -3.35 0.56 7.95  0.12
75 H -2.11 -0.97 6.50  0.11
76 H -2.50 -0.49 0.65  0.03
77 H -3.93 -2.30 -0.11  0.12
78 H -4.47 -4.19 1.38  0.11
79 H -3.63 -4.20 3.71  0.11
80 H -2.20 -2.37 4.52  0.10
81 H 0.02 -1.06 5.67  0.09
82 H 2.34 -1.59 6.29  0.11
83 H 4.17 -1.22 4.67  0.12
84 H 3.65 -0.44 2.37  0.11
85 H 1.35 0.05 1.74  0.03
86 O 6.93 -6.74 -2.70  -0.36
87 S 7.05 -5.56 -1.88  0.39
88 O 6.97 -4.30 -2.59  -0.38
89 O 8.08 -5.61 -0.85  -0.36
90 C 5.51 -5.66 -0.86  -0.33
91 N 5.43 -6.75 -0.11  0.12
92 C 4.34 -6.89 0.63  -0.12
93 C 3.32 -5.94 0.62  -0.01
94 C 3.51 -4.82 -0.18  -0.23
95 N 4.61 -4.69 -0.92  0.16
96 C 2.56 -3.69 -0.23  -0.13
97 C 2.74 -2.68 -1.17  0.03
98 C 1.90 -1.58 -1.16  -0.10
99 N 0.90 -1.43 -0.29  0.01
100 C 0.70 -2.43 0.58  -0.16
101 C 1.49 -3.55 0.65  0.00
102 H 4.28 -7.78 1.24  0.11
103 H 2.43 -6.10 1.21  0.09
104 H 3.56 -2.76 -1.88  0.12
105 H 2.04 -0.76 -1.86  0.10
106 H -0.14 -2.31 1.26  0.08
107 H 1.30 -4.29 1.42  0.10
108 O 4.41 1.36 0.87  -0.05
109 C 4.93 2.44 1.61  -0.25
110 N 4.79 3.71 0.95  0.11
111 C 3.77 4.63 1.01  -0.44
112 O 3.83 5.65 0.35  0.07
113 C 2.63 4.38 1.95  -0.11
114 C 2.13 5.48 2.63  0.01
115 C 1.08 5.30 3.52  -0.03
116 C 0.58 4.02 3.69  -0.14
117 N 1.01 2.96 3.01  0.09
118 C 2.01 3.15 2.14  -0.10
119 H 4.87 1.27 0.03  0.10
120 H 6.00 2.29 1.81  0.13
121 H 4.39 2.45 2.55  0.12
122 H 5.50 3.96 0.27  0.15
123 H 2.56 6.46 2.45  0.13
124 H 0.67 6.13 4.07  0.11
125 H -0.21 3.84 4.41  0.10
126 H 2.31 2.27 1.58  0.09



(3)
The following is a DFT calculation (the ωB97M-V functional and the def2-TZVPD basis) of 3 unconnected molecules or ions with the total composition C58H46F5NO5S at a distorted geometry.

HOMO level = -7.93 eV
SMILES = C=CCc1cc2c(c([C@H](C)CCC)c1C(F)(F)c1cccc(C(F)(F)F)c1)Sc1cccc(OCC)c1N2.O=C1c2ccccc2C(=O)c2ccccc21.O=C1c2ccccc2C(=O)c2ccccc21
gap between HOMO and LUMO = 6.9 eV
calculated total energy = -3566.09730 a.u.

Last column: Löwdin charge in e.
Atoms and positions in Å:
1 C 0.05 -1.20 5.38  -0.02
2 C -1.29 -1.06 5.70  -0.15
3 C -2.20 0.06 5.05  -0.16
4 C -1.40 0.99 4.08  -0.15
5 C -0.78 2.17 4.72  0.04
6 C -0.03 3.14 3.94  -0.20
7 C 0.08 2.88 2.47  -0.31
8 C -0.55 1.71 1.83  -0.08
9 C -0.37 1.60 0.27  -0.31
10 C 1.16 1.39 -0.17  -0.07
11 C -1.05 2.83 -0.51  -0.18
12 C -1.38 2.26 -1.97  -0.24
13 C -1.84 3.46 -2.93  -0.12
14 C -1.30 0.70 2.64  -0.03
15 C -1.90 -0.53 1.93  -0.37
16 F -0.89 -1.20 1.19  0.03
17 F -2.46 -1.51 2.74  0.07
18 C -3.07 -0.05 0.97  -0.08
19 C -3.22 -0.47 -0.42  -0.01
20 C -4.39 0.09 -1.15  -0.05
21 C -5.33 1.03 -0.52  0.00
22 C -5.18 1.43 0.88  -0.07
23 C -6.15 2.39 1.63  -0.48
24 F -5.57 2.86 2.81  0.08
25 F -7.28 1.69 2.04  0.10
26 F -6.51 3.49 0.91  0.12
27 C -4.02 0.89 1.61  0.07
28 S 1.08 4.13 1.57  0.98
29 C 0.58 5.66 2.43  -0.40
30 C 0.44 6.90 1.68  -0.10
31 C 0.03 8.13 2.36  -0.07
32 C -0.25 8.03 3.80  -0.01
33 C -0.09 6.77 4.56  -0.20
34 O -0.39 6.82 5.92  -0.12
35 C 0.81 6.89 6.75  -0.21
36 C 1.58 8.24 6.50  -0.07
37 C 0.35 5.53 3.88  -0.15
38 N 0.54 4.29 4.60  0.08
39 H 0.38 -1.29 4.32  0.06
40 H 0.83 -1.19 6.19  0.06
41 H -1.69 -1.77 6.48  0.10
42 H -3.13 -0.38 4.61  0.10
43 H -2.54 0.69 5.93  0.12
44 H -0.89 2.33 5.82  0.12
45 H -0.90 0.71 -0.16  0.09
46 H 1.81 1.13 0.71  0.09
47 H 1.47 2.38 -0.62  0.06
48 H 1.19 0.64 -1.00  0.07
49 H -2.03 3.14 -0.06  0.12
50 H -0.34 3.68 -0.68  0.07
51 H -0.37 1.94 -2.39  0.11
52 H -2.11 1.42 -1.95  0.08
53 H -2.13 3.05 -3.94  0.07
54 H -0.92 4.09 -3.13  0.07
55 H -2.66 4.07 -2.49  0.07
56 H -2.50 -1.17 -0.89  0.11
57 H -4.58 -0.19 -2.21  0.11
58 H -6.19 1.45 -1.11  0.12
59 H -3.89 1.21 2.67  0.13
60 H 0.66 6.94 0.58  0.10
61 H -0.10 9.08 1.78  0.10
62 H -0.58 8.98 4.30  0.11
63 H 1.45 6.01 6.48  0.12
64 H 0.44 6.83 7.82  0.13
65 H 0.88 9.02 6.09  0.07
66 H 2.07 8.66 7.42  0.08
67 H 2.36 8.06 5.71  0.08
68 H 0.06 4.45 5.51  0.12
69 C -4.99 -6.79 -6.75  -0.06
70 C -4.33 -6.15 -7.80  -0.06
71 C -3.24 -5.33 -7.53  0.00
72 C -2.82 -5.13 -6.22  -0.08
73 C -3.50 -5.75 -5.17  -0.08
74 C -4.58 -6.59 -5.44  0.00
75 C -3.10 -5.51 -3.76  -0.28
76 O -3.69 -6.06 -2.85  0.11
77 C -1.97 -4.59 -3.49  -0.08
78 C -1.61 -4.31 -2.18  0.00
79 C -0.55 -3.46 -1.91  -0.06
80 C 0.18 -2.90 -2.96  -0.05
81 C -0.18 -3.17 -4.27  0.00
82 C -1.26 -4.01 -4.54  -0.08
83 C -1.65 -4.26 -5.95  -0.28
84 O -1.02 -3.77 -6.87  0.11
85 H -5.84 -7.44 -6.96  0.11
86 H -4.66 -6.30 -8.82  0.11
87 H -2.73 -4.84 -8.35  0.12
88 H -5.11 -7.08 -4.63  0.12
89 H -2.17 -4.75 -1.35  0.12
90 H -0.27 -3.24 -0.88  0.10
91 H 1.01 -2.24 -2.75  0.10
92 H 0.38 -2.72 -5.09  0.12
93 C 2.75 -2.29 0.14  -0.06
94 C 2.83 -3.61 0.57  -0.05
95 C 3.93 -4.39 0.22  0.00
96 C 4.95 -3.85 -0.56  -0.08
97 C 4.86 -2.53 -1.01  -0.08
98 C 3.76 -1.75 -0.64  0.00
99 C 5.91 -1.96 -1.88  -0.28
100 O 5.83 -0.80 -2.27  0.11
101 C 7.05 -2.81 -2.28  -0.08
102 C 8.02 -2.31 -3.15  0.00
103 C 9.10 -3.10 -3.52  -0.06
104 C 9.22 -4.39 -3.02  -0.06
105 C 8.26 -4.90 -2.16  0.00
106 C 7.16 -4.12 -1.80  -0.08
107 C 6.12 -4.68 -0.91  -0.28
108 O 6.23 -5.82 -0.48  0.11
109 H 1.90 -1.68 0.42  0.09
110 H 2.04 -4.04 1.17  0.11
111 H 3.99 -5.42 0.56  0.12
112 H 3.70 -0.72 -0.98  0.11
113 H 7.93 -1.30 -3.54  0.12
114 H 9.85 -2.71 -4.20  0.11
115 H 10.07 -5.01 -3.31  0.11
116 H 8.35 -5.91 -1.78  0.12



(4)
The following is a DFT calculation (the ωB97M-V functional and the def2-TZVPD basis) of a molecular structure, C58H48Cl2O2P2PdS at a distorted geometry.

HOMO level = -6.20 eV
gap between HOMO and LUMO = 5.9 eV
calculated total energy = -4518.43837 a.u.

Last column: Löwdin charge in e.
Atoms and positions in Å:
1 Cl 10.18 -5.01 -4.71  0.70
2 C 8.54 -4.62 -4.37  -0.68
3 C 7.93 -3.52 -4.98  -0.09
4 C 6.59 -3.21 -4.73  -0.06
5 C 5.81 -3.97 -3.83  -0.23
6 S 3.97 -3.65 -3.78  0.74
7 C 3.33 -2.69 -2.28  -0.60
8 Cl 1.94 -3.07 -1.23  0.74
9 O 3.68 -2.97 -5.04  -0.32
10 O 3.41 -4.98 -3.50  -0.35
11 C 6.43 -5.09 -3.26  -0.05
12 C 7.78 -5.40 -3.50  -0.09
13 H 8.52 -2.91 -5.67  0.11
14 H 6.15 -2.37 -5.27  0.12
15 H 4.06 -3.17 -1.58  0.06
16 H 5.87 -5.77 -2.61  0.12
17 H 8.26 -6.26 -3.03  0.11
18 C -3.67 1.57 -2.35  -0.11
19 C -2.68 2.35 -1.77  -0.12
20 C -1.33 1.87 -1.73  -0.20
21 C -1.01 0.50 -2.08  -0.29
22 C 0.38 0.06 -1.94  -0.07
23 C 0.97 -1.10 -2.33  -0.19
24 C 2.38 -1.23 -2.78  -0.23
25 C 3.21 -0.02 -2.58  -0.21
26 C 4.54 -0.25 -2.23  -0.04
27 C 5.45 0.79 -1.96  -0.05
28 C 4.98 2.12 -2.15  -0.08
29 C 3.68 2.33 -2.62  -0.08
30 C 2.81 1.27 -2.91  -0.03
31 Pd -1.69 0.80 0.10  0.36
32 P -3.28 -0.40 1.17  0.96
33 C -4.06 -1.50 -0.05  -0.38
34 C -5.34 -1.24 -0.57  -0.09
35 C -5.86 -2.05 -1.58  -0.09
36 C -5.10 -3.12 -2.08  -0.10
37 C -3.83 -3.38 -1.57  -0.09
38 C -3.31 -2.57 -0.56  -0.11
39 C -2.85 -1.58 2.49  -0.36
40 C -3.69 -2.68 2.76  -0.10
41 C -3.41 -3.52 3.84  -0.08
42 C -2.30 -3.27 4.66  -0.08
43 C -1.46 -2.19 4.37  -0.07
44 C -1.71 -1.37 3.27  -0.08
45 C -4.61 0.64 1.85  -0.36
46 C -5.28 0.31 3.03  -0.07
47 C -6.26 1.16 3.55  -0.08
48 C -6.57 2.36 2.90  -0.09
49 C -5.89 2.70 1.72  -0.08
50 C -4.93 1.85 1.19  -0.11
51 P -0.25 1.86 1.53  0.96
52 C -0.04 3.57 0.97  -0.35
53 C -0.93 4.56 1.42  -0.08
54 C -0.88 5.85 0.87  -0.08
55 C 0.06 6.16 -0.12  -0.09
56 C 0.95 5.18 -0.57  -0.08
57 C 0.91 3.89 -0.03  -0.13
58 C -0.73 1.94 3.28  -0.36
59 C 0.17 1.60 4.31  -0.08
60 C -0.28 1.48 5.62  -0.09
61 C -1.63 1.70 5.93  -0.08
62 C -2.52 2.08 4.92  -0.07
63 C -2.07 2.22 3.61  -0.12
64 C 1.43 1.21 1.48  -0.37
65 C 2.52 2.03 1.81  -0.11
66 C 3.83 1.55 1.70  -0.06
67 C 4.05 0.21 1.31  -0.08
68 C 2.97 -0.61 1.07  -0.10
69 C 1.66 -0.14 1.14  -0.09
70 C -2.06 -0.24 -2.69  -0.05
71 C -3.32 0.29 -2.81  -0.13
72 H -4.69 1.95 -2.50  0.11
73 H -2.91 3.37 -1.44  0.11
74 H -0.53 2.59 -1.55  0.08
75 H 1.04 0.78 -1.45  0.09
76 H 0.35 -1.99 -2.51  0.08
77 H 2.50 -1.83 -3.75  0.12
78 H 4.58 -1.26 -2.14  0.03
79 H 6.47 0.55 -1.63  0.11
80 H 5.66 2.97 -1.93  0.11
81 H 3.33 3.35 -2.79  0.10
82 H 1.82 1.47 -3.33  0.12
83 H -5.93 -0.41 -0.18  0.10
84 H -6.85 -1.85 -1.97  0.10
85 H -5.51 -3.75 -2.87  0.10
86 H -3.24 -4.21 -1.95  0.10
87 H -2.30 -2.77 -0.16  0.11
88 H -4.55 -2.88 2.12  0.11
89 H -4.07 -4.36 4.04  0.10
90 H -2.10 -3.92 5.51  0.10
91 H -0.60 -1.99 5.01  0.10
92 H -1.02 -0.56 3.03  0.07
93 H -5.04 -0.62 3.55  0.10
94 H -6.79 0.88 4.47  0.10
95 H -7.33 3.02 3.30  0.10
96 H -6.12 3.64 1.20  0.11
97 H -4.41 2.12 0.27  0.07
98 H -1.65 4.33 2.20  0.09
99 H -1.57 6.61 1.22  0.10
100 H 0.10 7.16 -0.55  0.10
101 H 1.69 5.41 -1.34  0.10
102 H 1.62 3.14 -0.38  0.09
103 H 1.22 1.43 4.08  0.10
104 H 0.42 1.21 6.41  0.10
105 H -1.98 1.58 6.96  0.10
106 H -3.57 2.26 5.16  0.10
107 H -2.77 2.53 2.83  0.09
108 H 2.36 3.06 2.12  0.12
109 H 4.67 2.21 1.90  0.10
110 H 5.07 -0.16 1.20  0.11
111 H 3.14 -1.66 0.80  0.08
112 H 0.83 -0.81 0.92  0.09
113 H -1.82 -1.24 -3.06  0.11
114 H -4.11 -0.29 -3.32  0.10



- Which value of calculated total energy does entry 1 give?
  -9458.40986 a.u.



- Which formula does entry 1 have?
  C58H46Br2N5O3P2RuS2



- calculated total energy of number 3 (C58H46F5NO5S)?
  -3566.09730 a.u.